Entry i
The following is a DFT calculation (wB97M-V/def2-TZVPD) of 2 unconnected molecules or ions with the total composition C2H4O2.

Structure (XYZ):
```
8
Properties=species:S:1:pos:R:3
O 1.4003 -0.9193 0.4893
C 0.3586 -1.4723 0.6514
H -0.0163 -2.2564 -0.0267
H -0.3689 -1.2562 1.4529
O -1.5015 1.1219 -0.5715
C -0.3707 1.4853 -0.6671
H 0.0521 2.3900 -0.1901
H 0.4464 0.9069 -1.1381
```

HOMO-LUMO gap in eV: 10.918
HOMO level in eV: -10.2402
Molecular weight in g/mol: 60.05
SMILES string: C=O.C=O



Entry ii
The following is a DFT calculation (wB97M-V/def2-TZVPD) of 2 unconnected molecules or ions with the total composition C2H4O2.

Structure (XYZ):
```
8
Properties=species:S:1:pos:R:3
O -1.6389 0.0010 -0.0200
C -1.0928 0.8818 -0.6291
H -1.5259 1.3670 -1.5215
H -0.1360 1.2883 -0.2660
O 1.6027 -0.4833 -0.3918
C 1.0931 -0.8832 0.6052
H 1.0423 -1.9503 0.8598
H 0.6556 -0.2212 1.3636
```

HOMO-LUMO gap in eV: 10.776
HOMO level in eV: -10.0761
Molecular weight in g/mol: 60.05
SMILES string: C=O.C=O



Entry iii
The following is a DFT calculation (wB97M-V/def2-TZVPD) of 2 unconnected molecules or ions with the total composition C2H4O2.

Structure (XYZ):
```
8
Properties=species:S:1:pos:R:3
O 3.1131 -1.1059 2.5101
C 3.1753 -2.2170 3.0858
H 2.6125 -3.1220 2.7547
H 3.8747 -2.3462 3.9459
O -3.7957 1.2321 -3.4370
C -3.2108 2.2224 -3.0808
H -3.6734 3.1546 -2.6778
H -2.0957 2.1820 -3.1009
```

HOMO-LUMO gap in eV: 10.752
HOMO level in eV: -10.2135
Molecular weight in g/mol: 60.05
SMILES string: C=O.C=O



According to the calculations, the structures order from most to least stable as entry ii, entry i, entry iii.



Entry i
The following is a DFT calculation (wB97M-V/def2-TZVPD) of a molecular structure, C2HCl2NO.

Structure (XYZ):
```
7
Properties=species:S:1:pos:R:3
C -1.4312 -0.4929 0.5470
C 1.5385 0.9864 -0.4464
N -0.9635 -0.2535 -0.5142
O -1.5627 -0.7667 1.6667
Cl 1.6351 1.0878 1.1274
Cl 2.2983 -0.3816 -1.0802
H -1.5146 -0.1796 -1.3003
```

HOMO-LUMO gap in eV: 8.447
HOMO level in eV: -8.9537
Molecular weight in g/mol: 125.94



Entry ii
The following is a DFT calculation (wB97M-V/def2-TZVPD) of a molecular structure, C2HCl2NO.

Structure (XYZ):
```
7
Properties=species:S:1:pos:R:3
C 0.8628 1.1045 0.3678
C -0.9303 -1.3636 -0.2269
N 1.4574 0.7443 -0.6133
O 0.4608 1.6426 1.3166
Cl -2.3022 -0.7372 -0.9509
Cl -1.1542 -1.5458 1.4162
H 1.6058 0.1551 -1.3095
```

HOMO-LUMO gap in eV: 8.562
HOMO level in eV: -9.6759
Molecular weight in g/mol: 125.94



Entry iii
The following is a DFT calculation (wB97M-V/def2-TZVPD) of C2HCl2NO in the gas phase.

Structure (XYZ):
```
7
Properties=species:S:1:pos:R:3
C -0.2295 -0.5035 0.3586
C -2.7443 -0.1050 -0.0771
N -1.4177 -0.1068 -0.1508
O 0.0465 -0.7470 1.4827
Cl -3.7629 1.2441 0.3697
Cl -3.5043 -1.4922 -0.5830
H 0.4724 -0.4022 -0.5134
```

HOMO-LUMO gap in eV: 9.651
HOMO level in eV: -10.3274
Molecular weight in g/mol: 125.94
SMILES string: O=CN=C(Cl)Cl



According to the calculations, the structures order from most to least stable as entry iii, entry ii, entry i.



Entry i
The following is a DFT calculation (wB97M-V/def2-TZVPD) of 2 unconnected molecules or ions with the total composition H4NO2PS.

Structure (XYZ):
```
9
Properties=species:S:1:pos:R:3
N 1.4573 0.4158 0.5007
O -1.2611 -1.5789 0.1750
O 0.5389 0.7285 -1.9049
P 0.3505 1.0833 -0.5097
S -0.9159 2.3202 0.2589
H 2.0268 -0.3416 0.1570
H 1.3404 0.4991 1.4955
H -1.5011 -2.0503 -0.6245
H -2.0359 -1.0761 0.4519
```

HOMO-LUMO gap in eV: 10.121
HOMO level in eV: -9.7531
Molecular weight in g/mol: 113.08
SMILES string: NP(=O)=S.O



Entry ii
The following is a DFT calculation (wB97M-V/def2-TZVPD) of H4NO2PS in the gas phase.

Structure (XYZ):
```
9
Properties=species:S:1:pos:R:3
N 0.7373 0.7638 0.6997
O 1.5720 -1.5895 0.7398
O 1.2841 -0.4423 -1.5115
P -1.5234 -0.7885 0.2507
S 0.8255 -0.7348 -0.1436
H 1.0762 0.9482 1.5718
H 0.6698 1.5772 0.2023
H -1.9676 -1.8876 -0.5112
H -1.6304 0.1104 -0.7964
```

HOMO-LUMO gap in eV: 9.810
HOMO level in eV: -10.3354
Molecular weight in g/mol: 113.08
SMILES string: NS(=O)(=O)P



Entry iii
The following is a DFT calculation (wB97M-V/def2-TZVPD) of 2 unconnected molecules or ions with the total composition H4NO2PS.

Structure (XYZ):
```
9
Properties=species:S:1:pos:R:3
N 1.3730 -0.2037 1.5928
O -0.1006 1.8301 -1.0163
O -1.9807 0.5206 -0.0249
P -0.0850 -0.9794 -1.9563
S -1.1126 0.7879 -1.1858
H 0.9795 0.7851 1.8275
H 1.5926 -0.7263 2.4789
H -1.1715 -1.3564 -2.6542
H 0.5052 -0.6579 0.9382
```

HOMO-LUMO gap (spin up / spin down) in eV: 6.571 / 7.371
HOMO level (spin up / spin down) in eV: -9.3592 / -9.8803
Molecular weight in g/mol: 113.08
SMILES string: O=S(=O)=P.N



According to the calculations, the structures order from most to least stable as entry i, entry ii, entry iii.



Entry i
The following is a DFT calculation (wB97M-V/def2-TZVPD) of C4H2F2O in the gas phase.

Structure (XYZ):
```
9
Properties=species:S:1:pos:R:3
C 0.1766 -1.0449 -0.0779
C 0.9896 0.0633 0.0491
C -1.0760 -0.4659 -0.1177
C 0.1941 1.1844 0.1092
O -1.0988 0.8467 -0.0515
F -2.2601 -1.0668 -0.3475
F 0.5785 2.3984 0.4808
H 0.3994 -2.0348 -0.1628
H 2.0967 0.1196 0.1184
```

HOMO-LUMO gap in eV: 9.546
HOMO level in eV: -8.6397
Molecular weight in g/mol: 104.05
SMILES string: Fc1ccc(F)o1



Entry ii
The following is a DFT calculation (wB97M-V/def2-TZVPD) of 2 unconnected molecules or ions with the total composition C4H2F2O.

Structure (XYZ):
```
9
Properties=species:S:1:pos:R:3
C -1.5232 0.4271 1.1827
C -0.6100 0.9114 0.2466
C -1.3454 -0.3602 -0.0711
C 0.4416 1.5819 -0.1390
O 1.2985 2.2466 -0.4892
F -0.5661 -1.5505 0.0734
F 2.3094 -1.7677 0.0366
H -1.9278 -0.5382 -1.0191
H 1.9229 -0.9504 0.1790
```

HOMO-LUMO gap in eV: 8.151
HOMO level in eV: -9.7768
Molecular weight in g/mol: 104.05



Entry iii
The following is a DFT calculation (wB97M-V/def2-TZVPD) of C4H2F2O in the gas phase.

Structure (XYZ):
```
9
Properties=species:S:1:pos:R:3
C -1.7780 1.3192 1.0168
C -0.9939 0.5165 0.4590
C 0.3495 0.4190 -0.3167
C -0.3997 -0.8099 -0.1795
O 1.5266 0.7616 0.2724
F -0.1465 -1.8503 0.6370
F -0.8638 -1.4220 -1.2789
H 0.2374 1.0110 -1.1977
H 2.0683 0.0549 0.5876
```

HOMO-LUMO gap in eV: 10.038
HOMO level in eV: -10.8166
Molecular weight in g/mol: 104.05



According to the calculations, the structures order from most to least stable as entry i, entry ii, entry iii.



Entry i
The following is a DFT calculation (wB97M-V/def2-TZVPD) of 2 unconnected molecules or ions with the total composition C2H6NO2.

Structure (XYZ):
```
11
Properties=species:S:1:pos:R:3
C -0.6137 1.9707 0.1227
O -0.5192 1.1977 1.2853
H 0.1405 2.7688 0.1592
H -0.4929 1.3594 -0.7677
H -1.5834 2.4803 0.0748
C 0.7208 -2.0578 -0.7347
N 0.1826 -1.2739 0.2324
O 0.2851 -3.0900 -1.2495
H 1.7236 -1.7588 -1.1578
H -0.1425 0.3254 1.0141
H 0.2989 -1.9219 1.0213
```

HOMO-LUMO gap in eV: 7.336
HOMO level in eV: -3.0919
Total charge: -1
Molecular weight in g/mol: 76.07



Entry ii
The following is a DFT calculation (wB97M-V/def2-TZVPD) of 2 unconnected molecules or ions with the total composition C2H6NO2.

Structure (XYZ):
```
11
Properties=species:S:1:pos:R:3
C 1.8622 0.6212 -0.2914
O 1.4369 0.4274 1.0498
H 1.9441 -0.3510 -0.7191
H 1.2162 1.3708 -0.8912
H 2.8883 0.9554 -0.0971
C -1.7722 -0.9218 -0.3048
N -1.6096 0.0285 0.6949
O -1.1116 -1.5633 -1.1735
H -2.8516 -0.9641 -0.5684
H 0.4758 0.3795 0.9572
H -2.4785 0.0174 1.3436
```

HOMO-LUMO gap in eV: 7.705
HOMO level in eV: -3.3365
Total charge: -1
Molecular weight in g/mol: 76.07



Entry iii
The following is a DFT calculation (wB97M-V/def2-TZVPD) of 2 unconnected molecules or ions with the total composition C2H6NO2.

Structure (XYZ):
```
11
Properties=species:S:1:pos:R:3
C -2.7281 0.1045 -0.0059
C 1.7167 0.2312 0.2499
N -1.4949 -0.1703 0.0586
O -1.0229 -1.3746 0.0534
O 1.6349 -1.1626 0.0717
H -3.0690 1.0864 -0.3696
H -3.6447 -0.5630 -0.0816
H 0.6894 -1.4593 0.1639
H 0.8099 0.5430 0.6859
H 1.7424 0.5999 -0.7334
H 2.6086 0.4509 0.8969
```

HOMO-LUMO gap in eV: 7.162
HOMO level in eV: -2.7018
Total charge: -1
Molecular weight in g/mol: 76.07



According to the calculations, the structures order from most to least stable as entry i, entry ii, entry iii.



Entry i
The following is a DFT calculation (wB97M-V/def2-TZVPD) of 2 unconnected molecules or ions with the total composition C2H6NO2.

Structure (XYZ):
```
11
Properties=species:S:1:pos:R:3
C -2.1424 -0.1735 -0.3915
O -1.3303 -0.9191 0.5358
H -2.2013 -0.7650 -1.3117
H -3.0895 0.0599 0.1604
H -1.7822 0.8626 -0.5432
C 2.5117 0.2201 -0.0769
N 1.4721 -0.3231 0.5332
O 2.9852 1.3991 0.0507
H 3.1697 -0.4446 -0.6467
H -0.5065 -0.4695 0.9106
H 0.9135 0.5531 0.7794
```

HOMO-LUMO gap in eV: 7.282
HOMO level in eV: -3.3606
Total charge: -1
Molecular weight in g/mol: 76.07



Entry ii
The following is a DFT calculation (wB97M-V/def2-TZVPD) of 2 unconnected molecules or ions with the total composition C2H6NO2.

Structure (XYZ):
```
11
Properties=species:S:1:pos:R:3
C -1.6670 -0.1070 -1.1123
O -1.4073 -0.2357 0.2301
H -0.8976 0.2584 -1.8094
H -1.9591 -1.0890 -1.5430
H -2.5298 0.5503 -1.3079
C 1.8595 0.3080 1.4273
N 1.1668 -0.3766 0.5088
O 1.8511 0.2486 2.6554
H 2.6470 0.9384 0.9291
H -0.4410 -0.4937 0.4252
H 1.3775 -0.0016 -0.4033
```

HOMO-LUMO gap in eV: 8.005
HOMO level in eV: -3.8314
Total charge: -1
Molecular weight in g/mol: 76.07



According to the calculations, the structures order from most to least stable as entry ii, entry i.



Entry i
The following is a DFT calculation (wB97M-V/def2-TZVPD) of CH4ClN3 in the gas phase.

Structure (XYZ):
```
9
Properties=species:S:1:pos:R:3
C 0.3276 0.7102 0.4848
N 1.0572 -0.2679 -0.3246
N 0.0603 -1.2392 0.0426
N -0.8118 -0.2089 0.6792
Cl -2.2270 0.2564 -0.2942
H 0.8157 0.8725 1.4482
H 0.0952 1.6642 0.0084
H 1.0563 -0.0391 -1.3200
H -0.3735 -1.7482 -0.7244
```

HOMO-LUMO gap in eV: 9.798
HOMO level in eV: -9.0266
Molecular weight in g/mol: 93.52
SMILES string: ClN1CNN1



Entry ii
The following is a DFT calculation (wB97M-V/def2-TZVPD) of CH4ClN3 in the gas phase.

Structure (XYZ):
```
9
Properties=species:S:1:pos:R:3
C -0.0374 0.5618 -0.5940
N -0.6998 -0.3020 0.3064
N 0.4730 -1.3372 0.1206
N 1.0510 -0.4160 -0.7780
Cl 2.4329 0.1074 0.2058
H -0.7481 0.4758 -1.4923
H 0.0240 1.6340 -0.4127
H -0.8414 0.0475 1.2996
H 0.0198 -2.1551 -0.3048
```

HOMO-LUMO gap in eV: 10.110
HOMO level in eV: -9.1334
Molecular weight in g/mol: 93.52
SMILES string: ClN1CNN1



According to the calculations, the structures order from most to least stable as entry i, entry ii.